This record from OMol25 describes a structure of composition C41H48N5O2RuTe at a distorted geometry. The level of theory is ωB97M-V with the def2-TZVPD basis set.

Computed properties:
gap between HOMO and LUMO (alpha / beta) = 8.05 / 5.75 eV
calculated total energy = -64700.26136 eV
E_HOMO (alpha / beta) = -12.7 / -13.4 eV
energy above the lowest of the compared OMol25 structures with the same formula, charge and spin = 10.8 kcal per mole
multiplicity = 6
charge = +2

XYZ file:
```
98
Properties=species:S:1:pos:R:3:forces:R:3
Ru 0.72152 -2.23211 1.79508 -0.2 0.1 -0.6
C 2.39433 -3.69894 3.79716 -0.6 2.1 -0.7
C 1.26712 -1.77106 5.14595 -1.6 -1.7 -0.4
C 2.16021 -0.79242 4.52401 0.2 0.9 0.3
C 3.07657 -0.17099 5.35222 -0.3 -0.6 -1.2
C 3.86836 0.81750 4.85815 0.0 0.2 -0.4
C 3.69088 1.21936 3.55782 -0.5 -0.5 -2.1
C 2.76999 0.51485 2.71242 0.7 1.3 1.8
N 2.00281 -0.43472 3.24998 -0.3 -0.4 -1.1
N 2.55517 -3.41710 2.29974 -0.9 -0.1 1.2
C 3.66968 -2.52857 1.97639 -0.1 -0.1 -0.5
C 3.37108 -1.91590 0.61347 0.8 0.7 -0.3
C 4.44090 -1.59779 -0.18778 1.1 0.1 -1.2
C 4.27294 -1.12018 -1.49968 -0.4 -0.5 1.3
C 2.95169 -0.94030 -1.90863 1.2 0.7 -1.7
C 1.92570 -1.17427 -1.04543 0.4 -0.1 0.6
N 2.12203 -1.63803 0.18555 -0.3 -0.6 1.3
C 2.60148 -4.64772 1.46315 0.5 -2.0 1.9
C 1.25759 -5.19466 1.04887 0.0 -1.4 0.0
C 0.90973 -6.56009 1.13824 0.3 -0.3 0.9
C -0.39530 -7.00090 0.87740 0.7 0.9 -0.3
C -1.27355 -6.00031 0.42681 0.1 -1.1 0.3
C -0.84231 -4.70509 0.29416 -0.3 0.4 -0.6
N 0.40376 -4.32581 0.57360 -0.6 1.3 0.3
H 2.52784 -4.73117 3.95951 -0.1 -1.3 0.2
H 3.17826 -3.16616 4.34941 0.1 -0.3 -0.3
H 1.55965 -1.98687 6.16617 0.2 0.1 0.2
H 0.25248 -1.34079 5.18699 0.3 -0.1 0.2
H 3.17755 -0.57738 6.30427 0.3 -0.3 1.7
H 4.62930 1.24507 5.45658 0.6 0.5 0.5
H 4.31907 2.01024 3.16412 -0.2 -0.1 -0.2
H 2.61913 0.78319 1.65619 0.1 -0.2 0.6
H 4.63453 -3.04295 1.98420 0.0 -0.3 -0.5
H 3.83658 -1.77936 2.74056 -0.5 0.2 0.0
H 5.45819 -1.77403 0.15796 -0.2 0.0 0.1
H 5.17223 -0.97240 -2.09646 -0.5 0.2 -0.1
H 2.72898 -0.58131 -2.92361 0.1 -0.2 0.5
H 0.93201 -0.97281 -1.35187 -0.9 0.0 0.0
H 3.09312 -5.49844 2.05860 -0.3 1.3 -0.8
H 3.22193 -4.46182 0.61358 0.3 0.2 -0.7
H 1.64674 -7.26422 1.53948 -0.2 0.3 -0.2
H -0.69509 -8.06043 1.00211 0.2 0.9 -0.1
H -2.28560 -6.26689 0.20891 -0.5 0.1 -0.2
H -1.50294 -3.91717 -0.08145 0.2 -0.3 0.2
C -1.66700 -0.01328 3.40668 0.0 -1.7 0.9
C -1.22696 -0.02473 1.97018 -0.2 -1.3 0.3
O -1.23351 1.01553 1.36102 0.3 0.5 -1.1
N -0.82645 -1.25846 1.42057 0.7 0.9 0.3
Te -0.57095 2.23084 -2.59415 -1.6 0.0 -0.4
C -0.75742 4.30623 -2.74791 0.8 -0.2 0.4
C -0.38380 5.01994 -1.58950 -0.5 -0.2 -0.5
C 0.02710 4.40056 -0.25591 -0.9 0.3 -0.8
C -0.37868 6.40116 -1.71619 0.2 0.4 -0.2
C -0.64649 7.06531 -2.91371 0.1 0.9 -0.7
C -0.60422 8.60517 -3.03948 0.6 -1.5 0.9
C -0.93916 6.30664 -4.05723 -0.3 0.0 0.2
C -0.96474 4.93531 -3.99080 -0.8 -0.7 -0.6
C -1.33482 4.19523 -5.28404 1.3 -1.3 1.5
C -2.51552 1.55434 -3.20006 0.0 -0.6 0.1
C -3.76452 2.15392 -2.88021 -0.3 0.0 0.6
C -3.95360 3.45647 -2.09878 -0.2 -0.5 0.5
C -4.93392 1.43690 -3.19471 1.7 -1.0 -0.5
C -4.91417 0.19332 -3.87140 0.5 1.4 0.0
C -6.18853 -0.41870 -4.30560 -0.3 -1.2 -0.1
C -3.66838 -0.31253 -4.26734 -0.3 -0.2 0.2
C -2.49741 0.28065 -3.86024 0.1 1.3 0.2
C -1.20680 -0.37038 -4.19950 0.1 -1.2 1.1
H -2.16526 -0.95617 3.80876 0.8 1.1 -0.7
H -2.30470 0.82449 3.52001 -0.8 0.7 0.1
H -0.79387 0.22164 4.02260 0.1 -0.2 0.0
H -0.26428 5.09776 0.52229 0.0 -0.1 0.2
H 1.10102 4.35023 -0.26735 0.6 -0.4 0.3
H -0.45226 3.42999 -0.04215 0.3 0.3 0.0
H -0.09546 6.97471 -0.84951 0.0 0.3 0.2
H 0.03695 8.91146 -3.86188 -0.3 0.0 -0.3
H -0.17490 9.03696 -2.13883 0.0 0.0 0.1
H -1.61779 8.95122 -3.11549 -0.4 0.4 -0.4
H -1.25568 6.68687 -5.03707 0.5 0.6 0.6
H -1.41490 4.84653 -6.12576 -0.2 0.5 -0.4
H -2.24627 3.62689 -5.12222 -0.2 0.0 -0.2
H -0.52280 3.45711 -5.51728 -0.6 0.5 0.0
H -3.69169 3.34742 -1.00822 -0.2 -0.1 -1.0
H -5.01578 3.76515 -2.16049 0.7 -0.1 0.1
H -3.33603 4.24852 -2.49516 0.1 0.3 -0.1
H -5.86807 1.84181 -2.91054 -0.8 0.4 0.2
H -6.22905 -1.52152 -4.16017 0.2 0.7 -0.2
H -6.32329 -0.21673 -5.36520 0.0 -0.1 -0.2
H -7.04781 -0.00330 -3.80994 -0.3 0.3 0.3
H -3.57129 -1.17814 -4.92497 -0.3 0.0 0.4
H -1.38147 -1.37826 -4.55790 -0.1 0.0 -0.5
H -0.64213 -0.59251 -3.27249 0.1 0.4 -0.3
H -0.61703 0.19045 -4.89204 0.5 0.3 -0.5
C 0.49093 -4.17339 5.41043 0.5 1.0 0.8
C 1.02699 -3.14191 4.39538 0.6 -0.4 0.4
O 0.01920 -2.89556 3.42947 0.3 -0.3 0.2
H 1.25665 -4.49532 6.14607 -0.2 0.4 -0.4
H 0.12110 -5.07386 4.95939 -0.3 -0.3 -0.5
H -0.29745 -3.67110 5.98461 0.0 -0.4 -0.1
```
Positions in Å, forces in eV/Å.

=====

This record from OMol25 describes a structure of composition C41H48NOsP2S2Se2 at a distorted geometry. The level of theory is ωB97M-V with the def2-TZVPD basis set.

Computed properties:
gap between HOMO and LUMO = 6.41 eV
calculated total energy = -218189.23448 eV
E_HOMO = -9.7 eV
multiplicity = 1
charge = +1

XYZ file:
```
97
Properties=species:S:1:pos:R:3:forces:R:3
Os -0.78871 0.29149 0.73133 -0.6 -1.2 0.4
S -0.14143 -2.04317 1.78067 0.0 0.1 -0.3
P 0.85440 -2.09195 0.01218 -0.4 -0.2 0.1
C 0.72449 -0.37515 -0.24521 -0.8 -0.5 -0.5
P 1.86201 0.89750 -0.14599 1.1 0.1 -0.1
S 0.70257 1.95532 1.07220 2.6 2.0 0.5
C 2.31230 1.59449 -1.73365 0.0 0.2 0.1
C 2.31086 0.79210 -2.86814 -0.1 -0.1 0.0
C 2.68701 1.32657 -4.08911 0.0 0.1 -0.1
C 3.06082 2.66207 -4.17294 0.0 0.0 0.0
C 3.05854 3.46502 -3.03917 0.0 0.0 0.0
C 2.68432 2.93374 -1.81702 0.0 0.0 0.1
C 3.37564 0.33852 0.64652 0.1 0.1 0.0
C 3.36168 0.14537 2.02749 0.0 0.0 0.0
C 4.49708 -0.31747 2.66792 0.0 0.0 0.1
C 5.64516 -0.58652 1.93520 0.1 0.0 0.0
C 5.66092 -0.39719 0.56069 0.0 0.0 0.0
C 4.52758 0.06927 -0.08775 0.0 -0.1 0.0
C 0.11724 -2.91234 -1.41575 -0.1 0.0 0.0
C -0.25543 -2.17456 -2.53556 0.0 0.1 0.1
C -0.76357 -2.81565 -3.65568 -0.1 0.0 0.0
C -0.91640 -4.19450 -3.65079 0.0 0.0 0.0
C -0.53572 -4.93622 -2.53745 0.0 0.0 0.0
C -0.00503 -4.29879 -1.42912 -0.1 -0.1 0.1
C 2.47172 -2.86954 0.10483 0.1 0.1 0.1
C 3.15764 -3.15653 -1.07746 0.0 0.0 0.0
C 4.39506 -3.77077 -1.02446 0.0 0.0 0.0
C 4.94593 -4.11100 0.20583 0.1 0.0 0.0
C 4.26731 -3.82693 1.37977 0.0 0.0 0.0
C 3.02985 -3.20232 1.33380 0.0 0.1 0.0
H 2.00854 -0.24797 -2.79915 0.0 0.0 0.0
H 2.68457 0.70498 -4.97488 0.0 0.0 0.0
H 3.35123 3.08113 -5.12769 0.0 0.0 0.0
H 3.34491 4.50651 -3.10984 0.0 0.0 0.0
H 2.66423 3.55935 -0.93083 0.0 0.0 0.0
H 2.46307 0.36972 2.59052 0.0 0.0 0.0
H 4.49063 -0.46177 3.74096 0.0 0.0 0.0
H 6.53632 -0.94046 2.43922 0.0 0.0 0.0
H 6.55956 -0.60467 -0.00655 0.0 0.0 0.0
H 4.54117 0.22262 -1.15989 0.0 0.0 0.0
H -0.13685 -1.09793 -2.53174 -0.1 0.0 0.0
H -1.04468 -2.23763 -4.52638 0.0 0.0 0.0
H -1.31941 -4.69673 -4.52126 0.0 0.0 0.0
H -0.64406 -6.01292 -2.53786 0.0 0.0 0.0
H 0.30709 -4.87966 -0.56895 0.0 0.0 0.0
H 2.71826 -2.91234 -2.03832 0.0 0.0 0.0
H 4.92632 -3.99568 -1.94008 0.0 0.0 0.0
H 5.90907 -4.60459 0.24588 0.0 0.0 0.0
H 4.69978 -4.09211 2.33614 0.0 0.0 0.0
H 2.49748 -2.96934 2.24724 0.0 0.0 0.0
C -4.36807 0.39081 0.92007 -0.2 -0.4 0.1
Se -2.99844 -0.98546 0.81139 -0.5 -0.4 -0.1
C -3.66397 -1.90017 -0.78356 -0.6 -0.1 0.5
C -4.26096 -3.25394 -0.43401 -0.2 -0.1 -0.1
Se -3.11833 -4.55820 0.46683 0.1 0.2 -0.1
C -3.81780 -4.32859 2.26580 0.1 0.1 0.0
H -4.37691 1.02168 0.04543 0.0 -0.1 -0.1
H -4.15317 0.98749 1.79863 -0.1 0.1 0.1
H -5.32178 -0.11967 1.04619 0.0 0.0 0.0
H -2.84558 -1.94742 -1.46705 0.6 -0.2 -0.5
H -4.43940 -1.26547 -1.21472 0.1 0.0 0.0
H -4.60920 -3.72257 -1.35556 0.0 0.0 0.0
H -5.12922 -3.13337 0.21380 0.0 0.0 0.0
H -4.87934 -4.56012 2.29314 0.0 0.0 0.0
H -3.62794 -3.31584 2.62225 0.0 -0.1 0.0
H -3.28131 -5.03989 2.88974 0.0 0.0 0.0
C -1.11245 6.07967 2.78089 0.0 0.1 0.0
C -1.35981 4.60153 2.70092 0.0 0.0 -0.3
C -1.31617 3.82367 3.85923 0.0 0.3 0.0
C -1.53694 2.46849 3.80830 -0.1 -0.4 -0.3
C -1.47585 1.61427 5.03883 0.0 -0.1 0.0
C -1.85091 1.90486 2.56330 0.0 -0.2 0.0
C -1.82906 2.64199 1.36010 -0.4 0.1 -0.1
C -1.58984 4.00980 1.46193 -0.1 0.3 0.3
N -1.83297 1.87386 0.19175 -1.3 -0.3 0.2
C -2.29371 2.32153 -1.14415 0.5 0.3 0.1
C -2.62055 1.11649 -2.01868 0.0 0.0 -0.1
C -3.51884 3.23799 -1.04766 0.0 -0.1 0.0
C -1.14605 3.05809 -1.85487 0.0 0.1 0.0
H -0.84453 6.38469 3.79117 0.0 0.0 0.0
H -2.00463 6.63375 2.48254 0.0 0.0 0.0
H -0.30421 6.37196 2.10828 0.0 0.0 0.0
H -1.11958 4.29900 4.81325 0.0 0.0 0.0
H -1.51586 2.21914 5.94339 0.0 0.0 0.0
H -0.54416 1.04266 5.05634 0.0 0.0 0.0
H -2.30212 0.90007 5.06510 0.1 0.0 0.0
H -2.18871 0.86101 2.56967 0.0 0.0 -0.1
H -1.51933 4.61083 0.57152 0.0 0.1 -0.1
H -3.54653 0.61827 -1.75264 -0.1 0.0 0.1
H -1.81308 0.39377 -1.95952 0.1 -0.2 -0.1
H -2.71809 1.44832 -3.05716 0.0 0.0 0.1
H -4.21309 2.89257 -0.28455 0.0 0.1 0.0
H -4.04596 3.25552 -2.00495 0.1 0.0 0.0
H -3.23690 4.25549 -0.80818 0.0 0.2 0.1
H -0.32782 2.36537 -2.07254 -0.1 0.0 0.0
H -0.74125 3.86417 -1.23884 0.0 0.0 -0.1
H -1.50065 3.48047 -2.80079 0.1 0.0 0.1
```
Positions in Å, forces in eV/Å.